# 1
{"formula": "C25H28AlN5O4PS", "method": "the ωB97M-V functional and the def2-TZVPD basis", "symbols": ["S", "P", "Al", "O", "O", "O", "O", "N", "N", "N", "N", "N", "C", "C", "C", "C", "C", "C", "C", "C", "C", "C", "C", "C", "C", "C", "C", "C", "C", "C", "C", "C", "C", "C", "C", "C", "C", "H", "H", "H", "H", "H", "H", "H", "H", "H", "H", "H", "H", "H", "H", "H", "H", "H", "H", "H", "H", "H", "H", "H", "H", "H", "H", "H", "H"], "xyz": [[2.72, -0.05, 0.57], [-2.22, 0.46, 0.14], [-0.44, -1.09, 0.69], [-1.41, -1.97, 4.42], [0.34, -3.92, -2.03], [-0.32, -2.03, -1.03], [-0.99, -1.03, 2.51], [-3.15, 2.59, -1.30], [1.06, -0.06, 0.47], [-0.40, -3.00, 1.22], [-3.68, 2.58, 1.05], [-4.82, 1.08, -0.44], [-0.65, -3.31, 2.49], [-0.54, -4.63, 2.92], [-4.94, 1.91, 0.76], [-0.09, -3.91, 0.31], [-0.18, -5.59, 1.98], [0.04, -5.25, 0.65], [2.90, 0.23, -2.19], [4.23, -1.25, -3.55], [3.37, -0.16, -3.43], [2.51, 4.00, 0.81], [-0.01, -3.23, -1.01], [-4.00, -0.08, -0.25], [-2.02, 1.71, -1.27], [3.78, 4.37, 0.42], [-4.42, 1.91, -1.57], [3.28, -0.51, -1.07], [4.42, 2.06, 0.21], [2.17, 2.66, 0.89], [-1.03, -2.06, 3.20], [4.61, -1.97, -2.43], [-2.64, 1.70, 1.50], [4.13, -1.61, -1.18], [3.12, 1.71, 0.56], [4.75, 3.41, 0.15], [-3.28, 3.40, -0.09], [0.77, 0.65, -0.20], [0.36, -3.42, -2.87], [-4.05, 4.16, -0.26], [-2.97, 1.15, 2.39], [-1.93, 1.18, -2.22], [4.04, 5.42, 0.34], [-1.75, 2.26, 1.77], [-0.07, -6.63, 2.29], [-4.33, 1.29, -2.47], [5.30, -2.80, -2.52], [-4.00, -0.69, -1.16], [-1.11, 2.29, -1.11], [0.30, -5.99, -0.09], [5.17, 1.31, -0.01], [4.61, -1.52, -4.53], [4.43, -2.16, -0.30], [-4.37, -0.68, 0.58], [2.27, 1.11, -2.09], [1.77, 4.76, 1.06], [-0.74, -4.92, 3.94], [-1.45, -2.79, 4.93], [5.75, 3.70, -0.11], [3.08, 0.41, -4.31], [1.20, 2.35, 1.26], [-5.19, 2.66, -1.75], [-5.23, 1.29, 1.61], [-5.71, 2.66, 0.60], [-2.34, 3.91, 0.12]], "gap_ev": 5.2, "e_lumo_ev": -10.63, "charge": 3}

***

# 2
{"formula": "C25H28BN8OS2W", "method": "the ωB97M-V functional and the def2-TZVPD basis", "symbols": ["W", "S", "S", "O", "N", "N", "N", "N", "N", "N", "N", "N", "C", "C", "C", "C", "C", "C", "C", "C", "C", "C", "C", "C", "C", "C", "C", "C", "C", "C", "C", "C", "C", "C", "C", "C", "C", "B", "H", "H", "H", "H", "H", "H", "H", "H", "H", "H", "H", "H", "H", "H", "H", "H", "H", "H", "H", "H", "H", "H", "H", "H", "H", "H", "H", "H"], "xyz": [[0.54, -0.20, -0.61], [-0.31, -0.43, -3.04], [1.39, 1.79, -1.98], [2.45, -0.75, -0.54], [-0.51, -2.64, 1.17], [0.59, 1.68, 0.95], [-0.75, -1.38, 0.63], [1.83, -1.88, 1.81], [1.22, -2.27, -1.50], [1.82, -0.53, 1.37], [1.34, -3.17, -0.48], [-1.74, 0.45, -0.63], [2.72, -1.70, 2.87], [3.03, 4.95, -0.08], [-3.85, 1.00, -1.79], [3.23, -0.44, 3.14], [1.61, -2.89, -2.60], [-0.83, 1.84, 1.36], [2.00, -4.20, -2.32], [-2.03, -0.88, -0.10], [2.72, 4.00, -1.04], [-1.64, -3.26, 1.68], [-2.74, 0.19, -4.20], [1.42, 2.81, 0.56], [1.71, 3.77, 1.52], [-2.54, 0.53, -1.85], [-2.99, -1.40, 0.95], [1.32, 0.84, 1.82], [1.89, 2.90, -0.75], [-4.62, 1.06, -2.95], [-4.04, 0.64, -4.15], [-1.94, 0.13, -3.04], [-1.89, 1.62, 0.28], [-2.88, -2.74, 1.51], [1.79, -4.34, -0.97], [3.10, 0.88, 2.43], [2.52, 4.85, 1.22], [0.98, -2.98, 1.06], [2.38, -4.94, -3.01], [3.11, 4.09, -2.04], [-1.64, -1.74, -0.76], [-0.99, 2.87, 1.70], [-2.30, -0.12, -5.14], [3.00, -2.55, 3.48], [1.32, 3.64, 2.52], [1.18, -4.03, 1.61], [-2.85, 1.61, 0.79], [2.77, 5.58, 1.97], [1.94, -5.18, -0.31], [3.56, 1.82, 2.74], [1.60, -2.35, -3.53], [-1.87, 2.47, -0.41], [-4.05, -0.56, 0.65], [-1.11, -0.77, 1.44], [3.86, -0.40, 4.02], [-3.76, -3.25, 1.88], [-4.62, 0.68, -5.06], [-1.49, -4.22, 2.14], [-3.98, -1.28, 0.21], [-4.27, 1.33, -0.85], [0.80, -0.73, 1.06], [3.68, 5.78, -0.34], [1.18, 0.85, 2.91], [3.27, 0.93, 1.33], [-0.99, 1.18, 2.21], [-5.63, 1.42, -2.91]], "spin_multiplicity": 3, "gap_ev": [5.3, 5.4], "e_lumo_ev": [2.42, 2.41], "charge": -1, "s2": 2.013}

***

# 3
{"formula": "C25H28CaCl2FN7O4S2", "method": "the ωB97M-V functional and the def2-TZVPD basis", "symbols": ["Ca", "Cl", "Cl", "S", "S", "F", "O", "O", "O", "O", "N", "N", "N", "N", "N", "N", "N", "C", "C", "C", "C", "C", "C", "C", "C", "C", "C", "C", "C", "C", "C", "C", "C", "C", "C", "C", "C", "C", "C", "C", "C", "C", "H", "H", "H", "H", "H", "H", "H", "H", "H", "H", "H", "H", "H", "H", "H", "H", "H", "H", "H", "H", "H", "H", "H", "H", "H", "H", "H", "H"], "xyz": [[-0.14, 0.23, 0.67], [-1.66, -4.49, 3.45], [-2.19, -2.63, 1.22], [-3.26, 1.58, 0.83], [-4.24, 0.39, -1.72], [-0.33, 0.26, -6.52], [-0.18, 2.00, -1.46], [0.98, -0.46, -0.88], [3.11, -0.91, -1.30], [-2.67, 1.15, -5.15], [-0.27, 2.35, 1.71], [-2.00, -0.30, -0.56], [-1.37, 1.54, -3.33], [1.13, -1.62, 1.77], [0.89, 1.05, -3.24], [1.87, 0.97, 1.40], [-0.77, 0.01, 3.08], [0.35, -0.54, 3.82], [0.78, -1.84, 3.16], [-3.29, -0.89, -2.43], [-0.22, 1.54, -2.59], [2.07, -0.28, -1.45], [4.44, 1.93, 1.45], [-0.33, 0.66, -5.23], [-3.58, -1.63, -3.56], [0.82, 0.62, -4.53], [-2.68, -2.60, -3.95], [-1.22, -2.07, -2.10], [2.12, 0.90, -2.49], [2.88, 0.12, 1.53], [-1.51, -2.80, -3.24], [2.09, 2.27, 1.29], [-2.12, -1.09, -1.67], [-1.25, 1.27, 3.62], [-2.82, -3.98, 2.21], [3.37, 2.80, 1.30], [-1.58, 1.11, -4.64], [-3.02, 0.52, -0.42], [4.20, 0.57, 1.56], [-0.34, 2.40, 3.15], [2.54, -1.34, 1.56], [0.84, 3.10, 1.16], [-4.49, -1.44, -4.11], [0.88, -2.43, 1.22], [2.82, -1.69, 0.56], [-2.25, 1.46, 3.22], [-0.72, 3.37, 3.53], [0.10, -0.72, 4.88], [-1.17, 2.67, 1.33], [-1.53, -0.66, 3.10], [-0.06, -2.54, 3.21], [1.62, -2.28, 3.73], [-0.31, -2.23, -1.54], [-3.73, -3.66, 2.72], [5.45, 2.31, 1.47], [2.95, 0.71, -3.18], [0.64, 3.25, 0.10], [-1.32, 1.25, 4.72], [3.52, 3.86, 1.19], [-2.20, 1.86, -2.84], [-2.89, -3.20, -4.82], [0.67, 2.26, 3.55], [-0.80, -3.55, -3.57], [1.18, 0.16, 3.77], [1.74, 0.27, -4.98], [5.01, -0.13, 1.66], [3.17, -1.86, 2.30], [2.31, 1.82, -1.93], [0.97, 4.09, 1.63], [-3.00, -4.84, 1.56]], "gap_ev": 7.5, "e_lumo_ev": 0.30}

***

# 4
{"formula": "C25H28Cl2N6O3SSiSn", "method": "the ωB97M-V functional and the def2-TZVPD basis", "symbols": ["Sn", "Cl", "Cl", "S", "Si", "O", "O", "O", "N", "N", "N", "N", "N", "N", "C", "C", "C", "C", "C", "C", "C", "C", "C", "C", "C", "C", "C", "C", "C", "C", "C", "C", "C", "C", "C", "C", "C", "C", "C", "H", "H", "H", "H", "H", "H", "H", "H", "H", "H", "H", "H", "H", "H", "H", "H", "H", "H", "H", "H", "H", "H", "H", "H", "H", "H", "H", "H"], "xyz": [[0.81, 0.19, 0.17], [2.35, 3.77, 0.42], [4.24, -0.67, 3.00], [-1.27, 1.47, 1.77], [-2.02, 1.80, -2.13], [-2.09, -2.79, -0.31], [0.00, -2.94, -1.06], [-0.74, -4.32, 0.57], [-0.39, 1.45, -1.86], [2.24, 0.88, 1.38], [-0.09, 1.01, 4.10], [1.87, 1.27, -1.91], [-1.19, -0.80, 3.31], [-1.76, -1.46, 2.27], [0.89, 2.75, -3.52], [-3.91, -4.27, -0.38], [-4.28, -4.09, 2.33], [-2.58, 3.40, -1.32], [3.28, 1.56, 1.73], [-2.58, -2.37, 2.64], [0.58, -4.82, 0.79], [-4.93, -5.01, 0.21], [-0.86, -3.32, -0.32], [2.14, 3.06, -3.98], [-5.08, -4.94, 1.59], [3.54, 2.95, 1.41], [4.23, 0.88, -1.69], [-3.11, -3.44, 0.38], [0.74, 1.82, -2.43], [4.36, 1.02, 2.53], [4.64, 3.67, 1.83], [3.28, 2.47, -3.41], [5.47, 1.73, 2.95], [-3.01, 0.40, -1.38], [5.63, 3.07, 2.61], [3.08, 1.58, -2.36], [-2.53, 1.93, -3.96], [-0.82, 0.44, 3.07], [-3.29, -3.28, 1.75], [0.45, 0.33, 4.62], [1.27, -4.38, 0.08], [-3.72, -4.33, -1.44], [4.15, -0.20, -1.85], [-4.40, -4.04, 3.41], [-2.82, -2.46, 3.71], [2.26, 3.77, -4.79], [5.19, 1.23, -2.07], [-1.86, 1.35, -4.59], [-3.55, 1.54, -4.11], [-2.06, 4.26, -1.77], [-2.51, 2.96, -4.31], [6.50, 3.63, 2.93], [4.28, 2.70, -3.75], [0.00, 3.21, -3.94], [0.87, -4.55, 1.80], [-2.72, 0.26, -0.34], [-4.09, 0.59, -1.42], [-3.65, 3.56, -1.43], [6.22, 1.21, 3.54], [-5.83, -5.54, 2.09], [4.72, 4.71, 1.54], [-2.81, -0.54, -1.91], [4.19, 1.05, -0.61], [0.43, 1.81, 3.78], [0.55, -5.90, 0.67], [-5.56, -5.64, -0.39], [-2.33, 3.38, -0.26]], "gap_ev": 5.1, "e_lumo_ev": 4.25, "charge": -2}

***

# 5
{"formula": "C25H28ErF5O3", "method": "the ωB97M-V functional and the def2-TZVPD basis", "symbols": ["Er", "F", "F", "F", "F", "F", "O", "O", "O", "C", "C", "C", "C", "C", "C", "C", "C", "C", "C", "C", "C", "C", "C", "C", "C", "C", "C", "C", "C", "C", "C", "C", "C", "C", "H", "H", "H", "H", "H", "H", "H", "H", "H", "H", "H", "H", "H", "H", "H", "H", "H", "H", "H", "H", "H", "H", "H", "H", "H", "H", "H", "H"], "xyz": [[0.22, -1.03, 0.25], [1.13, -4.63, 1.43], [2.61, -6.27, 2.97], [2.92, -0.84, 3.69], [4.34, -2.52, 5.35], [4.15, -5.24, 5.00], [-0.87, 0.61, -1.39], [1.28, -1.84, 1.83], [0.08, 3.37, 0.10], [0.02, 3.94, 1.46], [-1.99, -1.57, 1.58], [1.07, -1.12, -2.31], [-2.54, 1.90, -1.93], [-1.21, -3.19, 0.14], [2.64, -4.94, 3.20], [-1.73, 1.52, -0.69], [1.90, -4.08, 2.42], [-0.73, 4.31, -0.73], [1.95, -2.68, 2.58], [-0.87, 5.67, -0.06], [-1.41, 1.14, -2.69], [-1.95, 0.00, -3.49], [1.80, -2.69, -0.80], [2.57, -1.50, -0.60], [3.53, -3.03, 4.40], [3.44, -4.41, 4.22], [-0.48, 5.39, 1.41], [-0.35, 2.06, -3.28], [-1.92, -2.23, -0.63], [2.09, -0.51, -1.51], [2.80, -2.18, 3.59], [-2.42, -1.25, 0.26], [-1.25, -2.78, 1.51], [0.88, -2.45, -1.85], [0.31, 6.06, 1.73], [-3.16, -0.48, 0.00], [-1.74, 3.85, -0.71], [-0.85, -4.14, -0.23], [-2.31, 1.08, 0.13], [-2.16, -2.31, -1.69], [0.68, -0.72, -3.24], [0.21, -3.19, -2.30], [-0.68, 3.30, 2.03], [-1.04, 2.23, -0.24], [2.49, 0.49, -1.64], [0.40, 1.46, -3.80], [-2.28, -1.05, 2.49], [-2.80, -0.43, -2.95], [-1.92, 6.01, -0.09], [-0.83, 2.74, -3.99], [-0.94, -3.40, 2.35], [-1.22, -0.80, -3.65], [-1.35, 5.50, 2.05], [-0.26, 6.44, -0.56], [0.16, 2.62, -2.48], [-2.76, 2.98, -2.18], [-3.47, 1.29, -1.85], [3.43, -1.39, 0.06], [1.98, -3.65, -0.34], [-2.28, 0.41, -4.45], [1.03, 3.89, 1.91], [-0.36, 4.26, -1.76]], "spin_multiplicity": 4, "gap_ev": [7.6, 7.6], "e_lumo_ev": [0.10, 0.11], "s2": 3.753}

***

# 6
{"formula": "C25H28F5O2SSm", "method": "the ωB97M-V functional and the def2-TZVPD basis", "symbols": ["Sm", "S", "F", "F", "F", "F", "F", "O", "O", "C", "C", "C", "C", "C", "C", "C", "C", "C", "C", "C", "C", "C", "C", "C", "C", "C", "C", "C", "C", "C", "C", "C", "C", "C", "H", "H", "H", "H", "H", "H", "H", "H", "H", "H", "H", "H", "H", "H", "H", "H", "H", "H", "H", "H", "H", "H", "H", "H", "H", "H", "H", "H"], "xyz": [[0.04, -0.73, 0.42], [1.11, 1.26, 2.17], [2.22, -0.33, 6.93], [-0.88, 3.29, 6.40], [-0.57, 3.12, 3.70], [0.44, 1.47, 8.01], [2.58, -0.45, 4.26], [-0.40, 1.20, -1.34], [0.96, -0.43, -2.98], [-1.76, 1.13, -1.88], [0.93, -2.90, -0.20], [-2.18, 2.58, -2.13], [2.15, -1.62, 1.30], [1.61, 0.58, 6.14], [2.01, -1.97, -0.08], [1.14, -2.30, 2.03], [0.87, -1.27, -4.21], [-0.49, -1.95, -4.24], [0.74, 1.53, 6.70], [1.99, -2.31, -4.20], [1.05, -0.14, -5.24], [-1.58, -0.25, 2.93], [-2.61, -1.65, 1.43], [0.04, 2.44, 5.88], [1.26, 0.61, -3.94], [1.76, 0.51, 4.77], [-1.84, -1.61, 2.62], [-1.15, 3.46, -1.39], [1.05, 1.37, 3.89], [0.20, 2.34, 4.51], [-2.20, 0.56, 1.95], [0.42, -3.11, 1.12], [-2.91, -0.31, 1.06], [0.13, 2.58, -1.57], [-0.54, -2.58, -3.33], [-0.43, -3.76, 1.33], [-0.52, -2.60, -5.15], [2.83, -0.88, 1.70], [-1.25, -1.16, -4.26], [-3.65, 0.01, 0.33], [1.97, -2.95, -5.10], [0.53, 1.40, -3.85], [0.51, 2.65, -2.63], [0.95, -2.24, 3.09], [1.92, -0.17, -5.90], [2.27, 0.98, -3.83], [-2.23, 2.89, -3.19], [-1.08, 4.47, -1.81], [-1.07, 0.10, 3.80], [0.98, 2.78, -0.88], [0.14, 0.16, -5.77], [-3.20, 2.66, -1.75], [2.62, -1.63, -0.91], [2.97, -1.82, -4.17], [-2.21, 1.64, 1.92], [1.88, -2.93, -3.29], [-1.51, 3.61, -0.35], [0.62, -3.41, -1.10], [-1.57, -2.43, 3.26], [-2.95, -2.54, 0.92], [-1.73, 0.46, -2.75], [-2.35, 0.58, -1.13]], "spin_multiplicity": 6, "gap_ev": [7.0, 7.3], "e_lumo_ev": [-0.09, 0.17], "s2": 8.772}

***

# 7
{"formula": "C25H28IrN10S", "method": "the ωB97M-V functional and the def2-TZVPD basis", "symbols": ["Ir", "S", "N", "N", "N", "N", "N", "N", "N", "N", "N", "N", "C", "C", "C", "C", "C", "C", "C", "C", "C", "C", "C", "C", "C", "C", "C", "C", "C", "C", "C", "C", "C", "C", "C", "C", "C", "H", "H", "H", "H", "H", "H", "H", "H", "H", "H", "H", "H", "H", "H", "H", "H", "H", "H", "H", "H", "H", "H", "H", "H", "H", "H", "H", "H"], "xyz": [[-0.37, -0.26, -0.02], [-1.73, 0.98, -1.30], [-1.30, 2.31, 1.05], [-1.65, -1.42, 1.16], [3.20, 5.74, 2.36], [-1.20, -3.88, -2.28], [-2.55, -3.38, 2.05], [-0.54, 1.21, 1.31], [-1.64, -3.42, -0.07], [-0.67, -1.79, -1.43], [-2.70, 3.29, -0.45], [1.03, -0.86, 1.46], [-1.91, 2.27, -0.10], [-1.13, -2.98, -1.28], [1.33, 2.53, 4.05], [2.68, 3.75, 0.80], [0.88, -0.13, 2.59], [1.77, -1.96, 1.47], [-1.95, -2.69, 1.06], [2.87, 1.39, 0.37], [-2.89, -4.79, 1.91], [1.42, -0.56, 3.79], [0.10, 2.15, 3.49], [1.38, 3.51, 5.02], [2.38, -2.42, 2.63], [-1.01, 3.72, 4.93], [0.10, 1.13, 2.45], [1.37, 2.75, -0.94], [-2.93, -2.66, 3.26], [2.18, -1.72, 3.81], [0.21, 4.10, 5.47], [2.99, 4.87, 1.64], [1.86, 1.48, -0.60], [1.33, 0.25, -1.23], [-1.07, 2.76, 3.94], [1.76, 3.87, -0.23], [3.28, 2.51, 1.07], [2.25, 2.10, 3.68], [0.65, 2.85, -1.74], [0.95, 0.40, -2.23], [2.99, -3.32, 2.60], [-3.63, -4.95, 1.12], [2.34, 3.82, 5.42], [1.26, 0.02, 4.69], [2.02, -0.59, -1.15], [1.36, 4.84, -0.48], [4.07, 2.44, 1.81], [-1.91, -4.39, -0.04], [-2.82, 4.06, 0.19], [3.34, 0.44, 0.57], [-1.88, -1.03, 2.06], [-0.45, -1.57, -2.40], [-2.03, 2.48, 3.52], [-3.17, 3.31, -1.34], [-2.05, -2.25, 3.77], [-2.00, -5.40, 1.74], [-3.41, -3.36, 3.94], [-0.82, -3.67, -3.18], [-3.33, -5.13, 2.84], [-3.64, -1.86, 3.04], [1.87, -2.49, 0.53], [-1.92, 4.19, 5.28], [-1.61, -4.79, -2.16], [2.62, -2.06, 4.73], [0.25, 4.86, 6.24]], "spin_multiplicity": 2, "gap_ev": [7.1, 5.4], "e_lumo_ev": [-6.32, -7.93], "charge": 2, "s2": 0.762}

***

| no. | strongest force on any atom (Eh/bohr) | E (Eh) |
| --- | --- | --- |
| 1 | 0.014 | -2525.37996 |
| 2 | 0.164 | -2370.52939 |
| 3 | 0.049 | -4148.20899 |
| 4 | 0.009 | -3346.18180 |
| 5 | 0.071 | -2709.43802 |
| 6 | 0.125 | -2675.26347 |
| 7 | 0.021 | -2019.11604 |